DFT (wB97M-V/def2-TZVPD) results for a cluster of 11 separate species, C54H60Br2ClF10N2O32 in total in a non-equilibrium geometry.

Charge = +1
F_max = 9.2 eV/A
Lowest unoccupied orbital energy = -4.1 eV
E = -305232.987 eV
Spin multiplicity = 1

Structure (XYZ):
```
161
Properties=species:S:1:pos:R:3:mulliken_charge:R:1
C 2.772 0.144 3.101 -0.690
C 1.926 -0.686 2.503 -0.330
C 0.975 -1.708 1.657 0.592
C -0.527 -1.101 1.732 -0.902
N -0.754 -0.593 0.315 1.250
N -0.017 0.476 -0.174 -0.910
C -0.591 1.642 0.152 0.634
O -1.218 2.737 0.133 -0.457
C -1.690 -1.248 -0.383 -0.081
C -2.222 -1.092 -1.890 -0.599
Br -2.829 0.752 -2.356 -0.060
C -1.128 -1.700 -2.953 -0.179
C 0.204 -0.779 -3.085 -0.829
Br -0.459 -3.519 -2.361 -0.114
C -2.276 -2.376 0.648 -0.629
C -1.762 -2.068 2.181 1.979
C -2.812 -0.955 2.779 -1.314
C -4.153 -1.600 3.408 0.170
C -4.432 -0.788 4.809 -0.483
Cl -3.540 -1.552 6.246 -0.212
C -1.461 -3.335 3.131 -0.801
C -1.824 -4.774 2.484 0.503
C -3.401 -5.060 2.306 -1.222
O -1.325 -5.778 3.444 -0.408
C -0.839 -6.961 2.738 -0.169
C 0.786 -6.928 2.740 0.456
C 1.528 -5.754 1.992 0.363
C 3.121 -5.660 1.943 -0.672
C 3.941 -6.792 2.675 -0.368
C 3.237 -7.998 3.439 -0.433
C 1.656 -8.072 3.449 -0.539
H 3.510 1.031 3.222 0.410
H 1.079 -2.799 1.997 -0.184
H 1.371 -1.640 0.567 0.118
H -0.463 -0.137 2.374 0.703
H -3.161 -1.773 -2.016 0.457
H -1.629 -1.892 -3.983 0.427
H -0.022 0.359 -3.011 0.222
H 0.866 -1.045 -2.160 0.203
H 0.855 -1.045 -4.008 0.344
H -3.409 -2.379 0.449 0.405
H -1.881 -3.346 0.141 0.073
H -3.117 -0.192 1.964 0.067
H -2.216 -0.391 3.609 0.493
H -4.088 -2.719 3.654 -0.154
H -5.089 -1.422 2.763 0.317
H -5.569 -0.655 5.016 0.219
H -4.015 0.300 4.735 0.356
H -0.346 -3.411 3.474 0.026
H -2.066 -3.271 4.129 0.287
H -1.263 -4.948 1.478 0.232
H -4.040 -4.835 3.236 0.225
H -3.515 -6.193 2.063 0.423
H -3.886 -4.498 1.407 0.195
H -1.126 -7.905 3.365 0.276
H -1.297 -7.109 1.693 0.215
H 0.958 -4.913 1.447 -0.020
H 3.651 -4.801 1.389 0.334
H 5.103 -6.768 2.674 0.299
H 3.840 -8.826 3.979 0.308
H 1.059 -8.922 3.955 0.247
C -1.785 -7.321 -5.181 -0.343
C -0.451 -7.978 -5.057 0.682
O 0.001 -7.564 -3.785 -0.283
C -1.128 -7.371 -3.048 0.603
O -1.145 -7.278 -1.849 -0.559
O -2.240 -7.303 -3.837 -0.317
F 0.409 -7.508 -5.991 -0.298
H -1.718 -6.295 -5.555 0.253
H -2.469 -7.883 -5.820 0.232
H -0.483 -9.070 -5.099 -0.006
C 3.006 3.195 0.504 -0.189
C 4.416 3.685 0.563 0.571
O 5.171 2.540 0.220 -0.338
C 4.365 1.806 -0.596 0.537
O 4.749 0.911 -1.298 -0.560
O 3.065 2.218 -0.525 -0.233
F 4.747 4.057 1.821 -0.331
H 2.683 2.721 1.436 0.164
H 2.300 3.987 0.251 0.189
H 4.640 4.494 -0.134 0.209
C 2.631 7.834 -2.105 -0.489
C 2.790 6.413 -2.536 0.318
O 3.398 5.801 -1.417 -0.321
C 2.969 6.513 -0.338 0.621
O 3.054 6.134 0.801 -0.522
O 2.422 7.707 -0.706 -0.281
F 3.632 6.317 -3.589 -0.284
H 3.529 8.433 -2.284 0.250
H 1.782 8.323 -2.586 0.333
H 1.848 5.905 -2.767 0.298
C 0.325 -13.273 -6.802 -0.427
C -0.550 -13.175 -5.596 0.274
O -0.810 -11.790 -5.496 -0.309
C -0.751 -11.320 -6.772 0.651
O -1.181 -10.249 -7.118 -0.469
O -0.154 -12.210 -7.612 -0.282
F 0.111 -13.569 -4.484 -0.285
H 1.381 -13.106 -6.572 0.283
H 0.224 -14.232 -7.313 0.273
H -1.495 -13.721 -5.679 0.296
C 2.564 11.256 2.896 -0.403
C 1.444 10.759 2.042 0.301
O 1.820 11.165 0.743 -0.309
C 3.182 11.187 0.753 0.745
O 3.863 11.222 -0.237 -0.556
O 3.678 11.158 2.022 -0.296
F 0.280 11.371 2.364 -0.268
H 2.433 12.299 3.200 0.286
H 2.711 10.646 3.789 0.287
H 1.311 9.673 2.064 0.219
C -1.934 -9.177 -10.200 0.065
C -3.033 -9.696 -11.069 0.317
O -2.637 -9.298 -12.365 -0.301
C -1.275 -9.260 -12.330 0.637
O -0.576 -9.227 -13.306 -0.515
O -0.802 -9.271 -11.050 -0.288
F -4.209 -9.093 -10.775 -0.282
H -2.083 -8.133 -9.909 0.194
H -1.798 -9.777 -9.298 -0.103
H -3.155 -10.783 -11.040 0.300
C -10.173 0.103 3.967 -0.445
C -8.772 0.616 4.047 0.283
O -7.993 -0.513 3.708 -0.156
C -8.779 -1.256 2.878 0.586
O -8.369 -2.141 2.176 -0.509
O -10.084 -0.867 2.935 -0.321
F -8.462 0.987 5.311 -0.291
H -10.499 -0.381 4.893 0.293
H -10.889 0.886 3.710 0.280
H -8.553 1.435 3.355 0.291
C 2.076 -2.078 7.014 -0.445
C 2.357 -1.366 8.297 0.323
O 2.997 -0.179 7.876 -0.311
C 2.494 0.082 6.637 0.539
O 2.593 1.141 6.078 -0.513
O 1.856 -1.005 6.112 -0.177
F 3.222 -2.070 9.063 -0.287
H 2.925 -2.675 6.668 0.285
H 1.197 -2.722 7.080 0.278
H 1.464 -1.116 8.878 0.289
C -0.961 13.936 0.812 -0.322
C -1.974 15.033 0.854 0.307
O -1.466 15.906 1.841 -0.303
C -0.113 15.747 1.801 0.605
O 0.670 16.508 2.299 -0.513
O 0.243 14.619 1.119 -0.241
F -3.176 14.568 1.269 -0.289
H -1.142 13.164 1.566 0.190
H -0.903 13.460 -0.169 0.286
H -2.091 15.573 -0.090 0.288
C 6.513 12.664 -0.360 -0.018
C 7.935 12.215 -0.271 0.331
O 8.665 13.392 -0.541 -0.303
C 7.874 14.415 -0.108 0.608
O 8.262 15.536 0.077 -0.520
O 6.588 14.006 0.096 -0.300
F 8.217 11.304 -1.233 -0.283
H 6.128 12.650 -1.384 0.213
H 5.849 12.073 0.271 -0.043
H 8.221 11.820 0.709 0.303
```